[1]
# CH5BrP2

A cluster of 2 separate species, CH5BrP2 in total in a non-equilibrium geometry (ωB97M-V/def2-TZVPD, the Open Molecules 2025 dataset).

Atoms and positions in Å:
C: 1.2401 0.6507 -2.4509
P: -1.0495 -0.6280 2.1140
P: 0.6905 -0.2042 1.0621
Br: 2.0137 -0.7813 -3.2896
H: 0.7257 0.4341 -1.5901
H: 1.3154 1.4759 -2.9835
H: -0.9827 -2.0533 1.9128
H: -0.6737 -0.7184 3.4922
H: -0.1671 -0.2035 -0.1810

Results
Charge: 0
Energy above the lowest of the compared OMol25 structures with the same formula, charge and spin in eV: 4.099
Highest occupied orbital energy (alpha / beta) in eV: -8.5 / -8.3


[2]
# C4H6O2

An isolated molecule of C4H6O2 (ωB97M-V/def2-TZVPD, the Open Molecules 2025 dataset).

Atoms and positions in Å:
C: -1.2612 -0.2806 -0.3584
C: 0.2479 -0.1026 -0.3279
C: 0.6249 1.3600 -0.1200
O: 1.7575 1.7570 -0.0070
C: 0.9073 -0.9203 0.7755
O: 0.2821 -1.5733 1.5729
H: -1.5386 -1.3347 -0.4239
H: -1.7010 0.1174 0.5618
H: -1.6974 0.2525 -1.2094
H: 0.7235 -0.4122 -1.2713
H: -0.2428 2.0527 -0.0553
H: 2.0129 -0.8672 0.8054

Results
Charge: 0
Energy above the lowest of the compared OMol25 structures with the same formula, charge and spin in eV: 1.046
Highest occupied orbital energy in eV: -10.0


[3]
# C22H38N2Si4Ti

A structure of composition C22H38N2Si4Ti (ωB97M-V/def2-TZVPD, the Open Molecules 2025 dataset).

Atoms and positions in Å:
Ti: -0.0521 -0.0903 -0.1010
C: -0.5899 1.3245 -4.6619
Si: -1.5258 1.3212 -3.0170
C: -1.3692 3.1270 -2.5506
C: -3.4006 1.1705 -3.2225
N: -0.9130 0.0672 -1.9554
C: -1.0308 -1.2549 -2.4773
C: -1.6123 -1.5387 -3.7173
C: -1.7286 -2.8210 -4.2357
C: -1.2504 -3.8816 -3.5005
C: -0.6674 -3.6336 -2.2653
C: -0.5346 -2.3546 -1.7147
N: 0.0646 -2.1096 -0.4433
Si: 0.6736 -3.5445 0.3608
C: 2.0864 -4.3177 -0.6329
C: 1.4830 -3.4247 2.0442
C: -0.7303 -4.7561 0.7378
H: -1.0945 1.9824 -5.3752
H: -0.4456 0.3537 -5.1294
H: 0.4005 1.7495 -4.4773
H: -1.8763 3.6311 -3.3809
H: -0.3518 3.5035 -2.5211
H: -1.8779 3.4195 -1.6400
H: -3.7422 1.8295 -4.0257
H: -3.8643 1.5236 -2.2972
H: -3.7772 0.1687 -3.4133
H: -1.9992 -0.7374 -4.3220
H: -2.1912 -2.9685 -5.2039
H: -1.3206 -4.8989 -3.8659
H: -0.3092 -4.4895 -1.7214
H: 2.9704 -3.6892 -0.4938
H: 1.9190 -4.4118 -1.7028
H: 2.3275 -5.3057 -0.2303
H: 2.4040 -2.8516 2.0719
H: 1.7446 -4.4677 2.2554
H: 0.8360 -3.0886 2.8459
H: -1.4295 -4.9400 -0.0740
H: -1.3024 -4.3484 1.5760
H: -0.3180 -5.7146 1.0656
C: 2.9580 -0.4588 2.3927
Si: 1.0906 -0.0099 2.3100
C: 0.1107 -0.9200 3.6929
C: 1.1403 1.7367 3.0725
C: 1.6772 1.9755 4.3462
C: 1.6952 3.2454 4.8942
C: 1.1704 4.3139 4.1697
C: 0.6399 4.0900 2.9120
C: 0.6163 2.8065 2.3467
Si: -0.0818 2.4856 0.6022
C: 1.0974 3.6094 -0.4207
C: -1.8092 3.3091 0.7919
H: 3.2419 -0.9050 3.3505
H: 3.5076 0.4802 2.2885
H: 3.2949 -1.1223 1.5970
H: 0.7600 -1.2951 4.4898
H: -0.5047 -1.7461 3.3395
H: -0.5612 -0.1796 4.1344
H: 2.0881 1.1498 4.9206
H: 2.1138 3.4103 5.8807
H: 1.1799 5.3133 4.5901
H: 0.2358 4.9310 2.3552
H: 0.7266 4.6349 -0.5097
H: 1.3132 3.2392 -1.4223
H: 2.0437 3.6449 0.1250
H: -1.7863 4.3856 0.5966
H: -2.1066 3.1683 1.8342
H: -2.5880 2.8685 0.1712

Results
Charge: -1
Energy above the lowest of the compared OMol25 structures with the same formula, charge and spin in eV: 1.055
Highest occupied orbital energy (alpha / beta) in eV: -4.3 / -4.2
2S+1: 2


[4]
# C2H5F2N

A cluster of 2 separate species, C2H5F2N in total in a non-equilibrium geometry (ωB97M-V/def2-TZVPD, the Open Molecules 2025 dataset).

Atoms and positions in Å:
C: 0.3034 -1.1659 0.2935
C: -0.0799 0.3176 0.3146
N: 0.4381 1.2913 -0.4456
F: -0.1449 -1.7225 -0.8635
F: -0.3841 0.6913 1.5771
H: -0.1462 -1.6973 1.0593
H: 1.3978 -1.3185 0.3568
H: -1.8438 0.4744 -0.3811
H: 0.6539 0.9876 -1.3647
H: -0.1943 2.1420 -0.5465

Results
Charge: 0
Energy above the lowest of the compared OMol25 structures with the same formula, charge and spin in eV: 3.863
Highest occupied orbital energy in eV: -8.2


[5]
# C7H14ClNO2

An isolated molecule of C7H14ClNO2 in a non-equilibrium geometry (ωB97M-V/def2-TZVPD, the Open Molecules 2025 dataset).

Atoms and positions in Å:
C: 2.5524 1.7743 -0.1064
N: 2.8032 0.4727 -0.7814
C: 3.0280 -0.6404 0.1764
C: 1.7204 -1.1444 0.9315
O: 1.8121 -1.3171 2.1775
O: 0.4767 -1.4593 0.3249
C: -0.4041 -0.3110 0.2542
C: -1.5498 -0.6209 -0.8425
C: -2.9876 -0.9052 -0.1925
C: -3.6353 0.4740 0.3478
Cl: -4.0615 -1.4928 -1.6019
H: 3.4804 2.4209 0.0491
H: 2.0800 1.5897 0.9308
H: 1.8005 2.4292 -0.6853
H: 3.5523 0.5274 -1.4797
H: 3.4098 -1.5328 -0.4507
H: 3.8820 -0.3699 0.9035
H: -0.8625 -0.0435 1.2783
H: 0.1269 0.6356 -0.1093
H: -1.2918 -1.5188 -1.5109
H: -1.6308 0.2774 -1.5543
H: -2.9561 -1.7197 0.6141
H: -2.8251 1.2597 0.5152
H: -4.3050 0.8538 -0.5076
H: -4.2148 0.3611 1.3193

Results
Charge: 0
Energy above the lowest of the compared OMol25 structures with the same formula, charge and spin in eV: 0.000
Highest occupied orbital energy in eV: -9.5


[6]
# C34H47BeNO2P2

A structure of composition C34H47BeNO2P2 (ωB97M-V/def2-TZVPD, the Open Molecules 2025 dataset).

Atoms and positions in Å:
Be: 0.0251 -0.4925 0.5789
C: -0.4985 -1.3878 -3.0376
C: -1.7182 -1.8642 -2.2458
C: -2.1884 -3.2306 -2.7369
P: -1.4619 -1.7060 -0.4076
C: -1.8674 -3.2722 0.4809
C: -0.8942 -4.4164 0.2034
C: -1.8831 -2.9592 1.9807
C: -2.7893 -0.5872 0.1211
C: -4.1310 -0.7338 -0.2083
C: -5.0893 0.1936 0.1798
C: -6.5460 0.0142 -0.1550
C: -4.6425 1.2922 0.9084
C: -3.3133 1.4700 1.2520
C: -2.3465 0.5299 0.8662
N: -0.9972 0.6355 1.1214
C: -0.4198 1.8345 1.6077
C: -0.6582 2.3412 2.8811
C: -0.0081 3.4885 3.3109
C: 0.9082 4.1473 2.4983
C: 1.6336 5.3752 2.9838
C: 1.1619 3.6213 1.2375
C: 0.5126 2.4787 0.7786
P: 0.8569 1.6250 -0.8026
C: 2.6065 2.1068 -1.1629
C: 3.5147 1.5898 -0.0355
C: 3.0133 1.5297 -2.5224
C: -0.1119 2.6242 -2.0392
C: 0.1875 4.1196 -2.0434
C: -1.6122 2.3874 -1.8747
H: -0.7804 -1.2343 -4.0829
H: 0.3054 -2.1200 -2.9823
H: -0.1044 -0.4498 -2.6456
H: -2.5351 -1.1564 -2.4172
H: -1.3914 -3.9698 -2.6764
H: -2.4761 -3.1516 -3.7875
H: -3.0505 -3.6025 -2.1819
H: -2.8811 -3.5562 0.1794
H: 0.0803 -4.1897 0.6299
H: -0.7408 -4.6088 -0.8541
H: -1.2715 -5.3303 0.6692
H: -0.8949 -2.6246 2.3087
H: -2.1276 -3.8620 2.5441
H: -2.6108 -2.1886 2.2343
H: -4.4379 -1.5951 -0.7974
H: -6.6723 -0.6354 -1.0219
H: -7.0206 0.9699 -0.3814
H: -7.0967 -0.4354 0.6747
H: -5.3612 2.0449 1.2163
H: -3.0202 2.3525 1.8029
H: -1.3507 1.8204 3.5305
H: -0.2070 3.8729 4.3052
H: 1.0119 5.9577 3.6638
H: 1.9194 6.0185 2.1514
H: 2.5462 5.1073 3.5214
H: 1.8787 4.1274 0.6009
H: 2.6811 3.1947 -1.2152
H: 3.1023 0.6863 0.4205
H: 3.6398 2.3269 0.7551
H: 4.5042 1.3346 -0.4211
H: 2.8120 0.4560 -2.5665
H: 4.0829 1.6774 -2.6846
H: 2.4856 2.0077 -3.3490
H: 0.1971 2.1939 -2.9990
H: -0.0076 4.5546 -1.0611
H: -0.4600 4.6255 -2.7637
H: 1.2187 4.3441 -2.3178
H: -1.9852 2.8280 -0.9452
H: -1.8591 1.3287 -1.8558
H: -2.1561 2.8485 -2.7024
C: 3.1516 -0.7278 2.6771
C: 2.4738 -1.3677 1.4933
O: 1.3109 -0.9135 1.2397
C: 3.0694 -2.4037 0.7652
C: 4.3578 -2.8952 1.1684
C: 4.9876 -3.9025 0.5218
C: 4.3542 -4.4996 -0.6118
C: 3.1467 -4.0799 -1.0479
C: 2.4105 -3.0045 -0.3972
O: 1.3020 -2.6585 -0.8293
H: 2.6009 0.1682 2.9473
H: 4.1913 -0.4783 2.4791
H: 3.1239 -1.4111 3.5294
H: 4.8342 -2.4492 2.0293
H: 5.9539 -4.2574 0.8522
H: 4.8575 -5.3090 -1.1289
H: 2.6640 -4.5327 -1.9051

Results
Charge: 0
Energy above the lowest of the compared OMol25 structures with the same formula, charge and spin in eV: 1.295
Highest occupied orbital energy in eV: -7.0


[7]
# C8H9BrCl16F3NPS

A cluster of 5 separate species, C8H9BrCl16F3NPS in total in a non-equilibrium geometry (ωB97M-V/def2-TZVPD, the Open Molecules 2025 dataset).

Atoms and positions in Å:
C: 0.1305 -3.0221 0.9433
C: 0.6465 -2.0241 -0.1065
C: -0.2690 -0.8318 -0.3544
Br: 0.5660 0.2792 -1.7295
P: -0.5899 0.2043 1.1622
N: 0.2872 -0.2593 2.4973
S: -0.2328 2.2424 0.8096
C: -2.4115 0.0558 1.5687
F: -2.6965 0.4908 2.7313
F: -3.1047 0.6184 0.6430
F: -2.6708 -1.2355 1.5262
H: -0.2622 -2.5630 1.8456
H: 0.9700 -3.6446 1.2271
H: -0.6298 -3.6707 0.5306
H: 0.6903 -2.5645 -1.0429
H: 1.6622 -1.7083 0.1140
H: -1.2352 -1.1611 -0.7185
H: 0.9474 -1.0066 2.2935
H: 0.8234 0.5480 2.8181
H: 1.0774 2.4314 1.0693
C: 2.3660 2.3840 5.2796
Cl: 1.7897 2.3827 3.5851
Cl: 3.4819 1.0377 5.5054
Cl: 3.1836 3.9054 5.5992
Cl: 0.9814 2.2032 6.3513
C: -4.7403 3.2269 -1.5563
Cl: -3.2827 3.2215 -0.5442
Cl: -4.3540 2.5269 -3.1314
Cl: -5.9962 2.2651 -0.7715
Cl: -5.3020 4.8833 -1.7637
C: 0.2300 2.1738 -5.5580
Cl: 1.7158 2.2197 -4.5895
Cl: 0.5620 1.4020 -7.1069
Cl: -0.9984 1.2477 -4.6851
Cl: -0.3497 3.8176 -5.8229
C: 3.4065 -4.4184 -1.7272
Cl: 3.2243 -2.8585 -2.5419
Cl: 4.5912 -5.3991 -2.5809
Cl: 3.9466 -4.1469 -0.0622
Cl: 1.8459 -5.2536 -1.7068

Results
Charge: +1
Energy above the lowest of the compared OMol25 structures with the same formula, charge and spin in eV: 0.000
Highest occupied orbital energy in eV: -13.3